Formula: C9H15N3O6
Source: OMol25
Level of theory: ωB97M-V with the def2-TZVPD basis set

Values from the calculation:
SMILES   NC(=O)CC[C@H](NC(=O)[C@@H](N)CC(=O)O)C(=O)O
Energy relative to the best compared isomer or geometry (same formula, charge and spin)   231.0 kJ/mol
Gap between HOMO and LUMO   10.52 eV
Molar mass   261.234 g mol⁻¹
Calculated total energy   -26331.9847 eV

```
! RIJCOSX wB97M-V def2-TZVPD def2/J DEFGRID3
* xyz 0 1
N 0.0784 -0.5599 4.2553
C 0.3660 -0.7874 2.9112
O -0.4805 -1.4333 2.2494
C 1.7448 -0.3890 2.4521
C 1.8479 -0.2863 0.9289
C 0.9316 0.8214 0.3054
N 1.0548 0.7290 -1.0929
C 0.0376 0.3500 -1.8841
O 0.2173 0.1917 -3.0069
C -1.3153 0.0543 -1.3010
N -1.9422 1.2066 -0.7800
C -2.1914 -0.7054 -2.3328
C -1.8972 -2.1886 -2.6891
O -2.3720 -3.1725 -2.2418
O -0.9236 -2.2518 -3.6681
C 1.3029 2.2039 0.8112
O 1.0293 2.6893 1.9074
O 2.0974 2.8238 -0.0394
H 0.4886 0.1649 4.8167
H -0.7510 -1.0715 4.4900
H 2.4186 -1.1494 2.7782
H 2.0512 0.4793 2.9464
H 2.8495 0.1368 0.6190
H 1.6530 -1.2944 0.6385
H -0.0836 0.6845 0.6699
H 1.9953 0.3292 -1.4944
H -1.0205 -0.5328 -0.4141
H -2.9058 0.9494 -0.3937
H -2.1005 1.7661 -1.6187
H -3.1899 -0.7020 -1.9459
H -2.2838 -0.1341 -3.2709
H -0.5570 -1.2717 -3.7280
H 1.8501 2.3499 -0.8778
*
```